Record 1
The following is a quantum chemistry calculation of a 2-piece molecular cluster, C14H8ClN4O6S overall in a non-equilibrium geometry, from OMol25.

Summary:
- HOMO (eV) = -3.5
- orbital gap (hartree) = 0.14765
- total charge = -1
- relative energy (zero: lowest compared OMol25 entry of this formula, charge and spin) (kcal/mol) = 6.7
- LUMO energy (eV) = 0.49

Each line ends with the Mulliken charge.
Cartesian coordinates (Å):
N (-3.27, -6.17, 2.42)  -0.514
C (-2.72, -5.18, 2.15)  0.058
C (-2.09, -3.92, 1.86)  0.076
C (-0.74, -3.61, 1.67)  -0.500
C (-0.31, -2.27, 1.47)  -0.041
N (1.10, -2.05, 1.65)  1.024
O (1.79, -3.01, 2.07)  -0.640
O (1.61, -0.94, 1.40)  -0.623
C (-1.22, -1.21, 1.38)  -1.085
C (-2.56, -1.54, 1.48)  0.015
N (-3.67, -0.72, 1.74)  0.811
O (-3.83, 0.49, 1.82)  -0.634
O (-4.74, -1.59, 2.03)  -0.186
N (-4.33, -2.92, 2.02)  -0.590
C (-3.02, -2.85, 1.71)  0.724
H (0.00, -4.40, 1.72)  0.520
H (-0.93, -0.16, 1.29)  1.280
Cl (-1.18, -0.08, -1.72)  -0.284
C (-0.22, 0.63, -0.55)  -0.331
S (-0.01, 2.36, -0.56)  1.086
C (1.44, 2.70, -1.59)  0.324
C (2.68, 2.58, -0.97)  -0.452
C (3.84, 2.89, -1.68)  -0.547
C (3.74, 3.35, -2.99)  -0.370
C (2.51, 3.37, -3.65)  -0.434
C (1.33, 3.06, -2.94)  -0.406
O (-1.05, 3.10, -1.24)  -0.681
O (0.33, 2.63, 0.83)  -0.699
H (0.53, 0.01, -0.02)  0.322
H (2.71, 2.24, 0.06)  0.383
H (4.81, 2.77, -1.19)  0.342
H (4.64, 3.71, -3.51)  0.338
H (2.45, 3.61, -4.71)  0.346
H (0.37, 3.09, -3.43)  0.371

=====

Record 2
The following is a quantum chemistry calculation of a 2-piece molecular cluster, C2H7S2 overall, from OMol25.

Summary:
- HOMO (eV) = -2.6
- orbital gap (hartree) = 0.21572
- total charge = -1
- relative energy (zero: lowest compared OMol25 entry of this formula, charge and spin) (kcal/mol) = 6.2
- LUMO energy (eV) = 3.22

Each line ends with the Mulliken charge.
Cartesian coordinates (Å):
C (0.78, 0.00, -0.80)  -1.373
C (-0.05, -0.85, 0.15)  -0.127
S (-1.42, -1.58, -0.78)  -0.293
H (0.20, 0.84, -1.18)  0.342
H (1.09, -0.60, -1.66)  0.413
H (1.64, 0.42, -0.27)  0.318
H (0.58, -1.65, 0.54)  0.264
H (-0.40, -0.23, 0.98)  0.277
H (-1.89, -2.40, 0.18)  0.085
S (-0.07, 2.48, 1.09)  -0.828
H (-0.45, 3.59, 1.74)  -0.079

=====

Record 3
The following is a quantum chemistry calculation of C3H4Br3Cl as an isolated structure in a non-equilibrium geometry, from OMol25.

Summary:
- HOMO (spin up / spin down) (eV) = -8.7 / -8.9
- orbital gap (spin up / spin down) (hartree) = 0.26589 / 0.31117
- relative energy (zero: lowest compared OMol25 entry of this formula, charge and spin) (kcal/mol) = 86.4
- LUMO energy (spin up / spin down) (eV) = -1.45 / -0.48

Each line ends with the Mulliken charge.
Cartesian coordinates (Å):
C (-0.02, -0.32, 0.11)  -0.837
C (0.02, 0.96, -0.46)  0.230
C (0.78, -0.27, 2.75)  -0.114
Cl (-1.45, 1.86, -0.42)  -0.194
Br (1.93, -1.86, 2.85)  -0.024
Br (-0.49, -0.24, 4.10)  0.039
Br (1.75, 1.42, 2.67)  -0.032
H (0.79, -1.14, -0.14)  0.268
H (-0.93, -0.71, 0.40)  0.395
H (0.69, 1.61, 0.20)  -0.027
H (0.35, 1.11, -1.63)  0.296

=====

Record 4
The following is a quantum chemistry calculation of C41H62BrN2O5Se2Si4SnTe as an isolated structure in a non-equilibrium geometry, from OMol25.

Summary:
- HOMO (eV) = -9.6
- orbital gap (hartree) = 0.26087
- total charge = +1
- relative energy (zero: lowest compared OMol25 entry of this formula, charge and spin) (kcal/mol) = 0.0
- LUMO energy (eV) = -2.46

Each line ends with the Mulliken charge.
Cartesian coordinates (Å):
Sn (14.38, 11.96, 14.89)  0.069
C (18.62, 11.12, 12.68)  -1.237
Se (16.88, 11.95, 12.69)  0.620
C (17.57, 13.82, 12.85)  -0.827
C (16.58, 14.80, 12.27)  -1.008
Se (14.88, 14.93, 13.26)  0.153
C (13.55, 14.83, 11.88)  -0.439
H (19.14, 11.09, 13.71)  0.277
H (19.24, 11.63, 11.95)  0.446
H (18.54, 10.10, 12.31)  0.348
H (18.48, 13.85, 12.24)  0.507
H (17.75, 13.99, 13.90)  0.352
H (16.32, 14.53, 11.26)  0.431
H (17.02, 15.81, 12.25)  0.468
H (13.52, 15.61, 11.17)  0.664
H (12.59, 14.71, 12.28)  0.256
H (13.78, 13.86, 11.41)  -0.381
O (13.23, 10.46, 17.09)  -0.497
C (13.60, 9.11, 16.99)  -0.718
C (15.05, 8.88, 16.46)  0.011
C (15.46, 7.57, 16.29)  -1.091
C (16.70, 7.46, 15.68)  -0.723
C (17.56, 8.56, 15.43)  -1.107
C (17.03, 9.79, 15.67)  -0.787
N (15.77, 9.94, 16.16)  0.984
H (11.84, 10.90, 15.90)  0.397
H (13.00, 8.57, 16.23)  0.326
H (13.44, 8.57, 17.95)  0.685
H (14.87, 6.75, 16.54)  0.733
H (17.07, 6.48, 15.34)  0.410
H (18.53, 8.34, 15.04)  0.555
H (17.60, 10.71, 15.44)  0.473
Br (6.92, 16.13, 13.00)  -0.117
C (8.22, 15.16, 13.92)  0.101
C (9.46, 15.70, 14.24)  -0.723
C (10.41, 14.87, 14.82)  -0.296
C (10.20, 13.54, 15.07)  0.374
C (8.86, 13.03, 14.84)  -0.372
C (7.93, 13.86, 14.30)  -0.718
C (11.34, 12.70, 15.43)  0.207
O (11.05, 11.43, 15.63)  -0.465
O (12.50, 13.11, 15.40)  -0.583
H (9.69, 16.70, 13.90)  0.468
H (11.42, 15.25, 15.05)  0.439
H (8.58, 12.04, 15.15)  0.508
H (6.97, 13.48, 14.04)  0.544
C (16.63, 10.73, 19.67)  -0.937
Si (14.91, 10.30, 20.12)  1.307
C (14.40, 11.04, 21.74)  -1.313
C (14.98, 8.41, 20.15)  -1.334
Si (13.01, 10.90, 18.76)  -0.382
Te (12.71, 13.35, 19.02)  -0.356
Si (10.83, 10.09, 19.39)  0.987
C (10.39, 8.61, 18.24)  -0.968
C (10.71, 9.52, 21.17)  -1.165
C (9.51, 11.29, 18.91)  -0.852
Si (14.97, 14.41, 18.51)  0.654
C (15.94, 13.53, 17.21)  0.528
C (15.79, 14.59, 20.24)  -1.113
C (14.48, 16.16, 17.91)  -1.149
H (17.26, 9.90, 20.08)  0.415
H (17.09, 11.67, 19.98)  0.372
H (16.86, 10.73, 18.63)  0.055
H (15.24, 10.99, 22.44)  0.437
H (13.60, 10.47, 22.15)  0.381
H (14.09, 12.12, 21.75)  0.259
H (15.83, 8.18, 20.75)  0.530
H (15.19, 7.96, 19.15)  0.304
H (14.07, 7.96, 20.52)  0.273
H (10.90, 7.72, 18.50)  0.324
H (10.70, 8.91, 17.20)  -0.078
H (9.34, 8.46, 18.25)  0.570
H (11.49, 8.77, 21.41)  0.296
H (9.77, 8.99, 21.39)  0.373
H (10.87, 10.36, 21.90)  0.323
H (9.62, 11.78, 17.98)  0.024
H (9.31, 12.06, 19.72)  0.322
H (8.56, 10.70, 18.81)  0.365
H (16.04, 12.42, 17.31)  -0.342
H (16.93, 13.99, 17.20)  0.593
H (15.53, 13.72, 16.21)  -0.689
H (16.05, 13.70, 20.80)  0.295
H (15.02, 15.07, 20.88)  0.301
H (16.71, 15.19, 20.16)  0.417
H (14.51, 16.26, 16.82)  0.221
H (15.32, 16.76, 18.39)  0.303
H (13.58, 16.51, 18.37)  0.427
C (9.10, 14.10, 9.48)  -2.064
C (9.85, 12.98, 10.21)  1.327
C (9.28, 12.38, 11.34)  -1.069
C (9.92, 11.38, 11.99)  -0.347
C (11.14, 10.92, 11.59)  -1.170
C (11.74, 11.56, 10.55)  0.488
N (12.98, 11.17, 10.03)  0.182
C (13.93, 10.13, 10.40)  -0.262
C (14.74, 9.65, 9.37)  -0.879
C (15.58, 8.55, 9.60)  -0.704
C (15.69, 8.02, 10.88)  -0.691
C (15.01, 8.57, 11.96)  -0.344
C (14.12, 9.64, 11.73)  1.209
C (13.71, 10.51, 12.84)  0.381
O (13.70, 11.76, 12.69)  0.251
O (13.54, 10.09, 14.05)  -0.581
C (11.14, 12.55, 9.77)  0.739
C (11.90, 13.22, 8.66)  -1.806
H (8.09, 14.18, 9.89)  0.369
H (8.98, 13.86, 8.42)  0.413
H (9.63, 15.03, 9.52)  0.427
H (8.27, 12.68, 11.71)  0.341
H (9.43, 10.89, 12.82)  0.380
H (11.56, 10.10, 12.11)  0.809
H (13.24, 11.64, 9.17)  0.179
H (14.62, 10.12, 8.40)  0.499
H (16.15, 8.07, 8.80)  0.398
H (16.42, 7.22, 11.07)  0.407
H (15.25, 8.30, 13.00)  0.217
H (12.93, 13.42, 9.03)  0.412
H (11.34, 14.13, 8.42)  0.437
H (11.99, 12.57, 7.79)  0.355

=====

Record 5
The following is a quantum chemistry calculation of a 9-piece molecular cluster, C7H31BrN14O8 overall in a non-equilibrium geometry, from OMol25.

Summary:
- HOMO (spin up / spin down) (eV) = -11.3 / -11.2
- orbital gap (spin up / spin down) (hartree) = 0.33350 / 0.15381
- multiplicity = 2
- total charge = +1
- LUMO energy (spin up / spin down) (eV) = -2.18 / -7.06

Each line ends with the Mulliken charge.
Cartesian coordinates (Å):
O (-0.03, 0.16, -0.56)  0.713
H (0.02, -0.33, 0.27)  0.125
H (-0.20, 1.10, -0.47)  0.188
H (0.78, 0.03, -1.06)  0.271
Br (1.62, 1.40, -2.93)  -0.097
C (-0.84, -0.99, 2.62)  0.426
O (-0.03, -0.61, 1.81)  -0.491
N (-2.08, -1.00, 2.35)  -0.286
N (-0.60, -1.24, 3.85)  -0.580
H (-2.45, -0.68, 1.47)  0.145
H (-2.71, -1.18, 3.12)  0.191
H (0.38, -1.11, 4.10)  0.269
H (-0.97, -2.12, 4.18)  0.229
C (0.24, 3.41, 0.54)  0.599
O (-0.55, 2.60, 0.07)  -0.804
N (1.24, 3.01, 1.24)  -0.303
N (0.03, 4.67, 0.80)  -0.418
H (1.47, 2.04, 1.40)  0.066
H (1.91, 3.77, 1.22)  0.231
H (-0.85, 5.03, 0.47)  0.285
H (0.53, 5.03, 1.60)  0.194
C (2.43, -2.35, 0.23)  0.659
O (1.88, -1.90, -0.80)  -0.689
N (2.67, -3.63, 0.34)  -0.391
N (2.91, -1.61, 1.13)  -0.216
H (3.23, -3.85, 1.15)  0.134
H (2.29, -4.31, -0.31)  0.247
H (2.79, -0.61, 1.24)  0.116
H (3.13, -2.05, 2.02)  0.198
C (-0.55, -4.44, -1.07)  0.434
O (-0.25, -5.52, -1.61)  -0.704
N (-1.07, -4.15, 0.08)  -0.171
N (-0.47, -3.27, -1.75)  0.039
H (-1.22, -5.02, 0.58)  0.231
H (-1.61, -3.32, 0.27)  0.157
H (-0.98, -2.48, -1.39)  -0.203
H (-0.11, -3.17, -2.68)  0.184
C (-2.28, 4.20, -2.68)  0.541
O (-2.93, 4.87, -3.48)  -0.676
N (-1.11, 3.66, -2.95)  -0.294
N (-2.71, 3.88, -1.51)  -0.269
H (-0.70, 4.12, -3.75)  0.168
H (-0.56, 3.14, -2.29)  0.173
H (-2.23, 3.14, -1.02)  0.170
H (-3.64, 4.09, -1.17)  0.205
C (-3.53, -2.10, -1.04)  0.435
O (-2.60, -1.39, -0.70)  -0.489
N (-4.59, -2.25, -0.41)  -0.381
N (-3.64, -2.54, -2.24)  -0.323
H (-5.13, -3.10, -0.47)  0.224
H (-4.59, -1.69, 0.43)  0.208
H (-2.91, -2.51, -2.93)  0.248
H (-4.39, -3.21, -2.39)  0.147
C (4.03, 1.75, 0.86)  0.833
O (3.23, 1.21, 1.60)  -0.819
N (5.26, 2.14, 1.36)  -0.553
N (3.97, 2.04, -0.35)  -0.220
H (5.36, 2.14, 2.37)  0.246
H (5.90, 2.78, 0.91)  0.150
H (4.73, 2.47, -0.86)  0.162
H (3.09, 1.85, -0.80)  0.135

=====

Record 6
The following is a quantum chemistry calculation of a 2-piece molecular cluster, C27H34BrF3N4O8PS2 overall in a non-equilibrium geometry, from OMol25.

Summary:
- HOMO (eV) = -4.9
- orbital gap (hartree) = 0.25410
- total charge = -1
- LUMO energy (eV) = 2.04

Each line ends with the Mulliken charge.
Cartesian coordinates (Å):
C (3.87, -3.80, 4.62)  -0.778
O (3.16, -2.63, 4.16)  -0.109
C (3.90, -1.96, 3.10)  -1.316
C (2.91, -1.54, 1.98)  1.250
C (1.78, -0.63, 2.31)  -0.506
C (1.59, -0.13, 3.76)  -1.154
C (0.23, -0.55, 4.45)  -0.733
C (-0.20, -2.05, 4.21)  -0.582
S (0.09, -3.16, 5.68)  -0.271
C (0.86, -0.28, 1.22)  1.999
C (0.98, -0.76, -0.15)  -0.815
C (2.12, -1.66, -0.45)  0.122
C (2.26, -2.21, -1.93)  0.194
O (2.08, -3.41, -2.21)  -0.763
O (2.60, -1.30, -2.80)  -0.796
C (3.08, -2.07, 0.60)  -0.039
C (4.25, -3.06, 0.28)  -1.799
C (5.68, -2.36, 0.20)  0.907
N (6.21, -2.66, -1.18)  -0.606
N (6.60, -3.06, 1.14)  -0.768
N (5.66, -0.93, 0.51)  -0.518
N (0.09, -0.49, -1.26)  1.135
P (-1.04, -1.84, -1.38)  0.247
O (-0.89, -2.36, -2.97)  -0.521
Br (-3.12, -0.98, -1.02)  -0.268
C (-0.55, 0.81, -1.20)  -0.909
C (-0.90, 1.43, -2.51)  0.042
C (-0.61, 0.77, -3.88)  -0.632
C (-1.93, 0.23, -4.60)  -0.566
O (-2.89, 1.28, -4.83)  -0.399
C (-4.05, 1.11, -4.04)  -0.006
C (-5.07, 2.29, -4.17)  0.685
F (-5.15, 3.04, -3.00)  -0.270
F (-6.36, 1.82, -4.39)  -0.301
F (-4.79, 3.17, -5.18)  -0.270
C (-1.60, 2.74, -2.50)  -0.357
C (-1.97, 3.46, -1.28)  -0.792
C (-1.61, 2.85, 0.00)  -0.825
C (-0.93, 1.55, 0.00)  1.214
S (-0.55, 0.82, 1.61)  -0.523
H (4.88, -3.46, 4.97)  0.287
H (3.94, -4.50, 3.73)  0.295
H (3.28, -4.29, 5.44)  0.192
H (4.74, -2.62, 2.75)  0.412
H (4.31, -1.01, 3.54)  0.242
H (1.57, 1.01, 3.71)  0.416
H (2.45, -0.36, 4.44)  0.291
H (-0.57, 0.20, 4.21)  0.411
H (0.39, -0.44, 5.57)  0.511
H (-1.33, -2.04, 4.09)  0.364
H (0.20, -2.52, 3.28)  0.238
H (-1.17, -3.36, 6.21)  0.107
H (4.33, -3.84, 1.10)  0.414
H (4.06, -3.62, -0.67)  0.395
H (6.40, -1.80, -1.69)  0.241
H (7.08, -3.19, -1.11)  0.246
H (7.56, -2.73, 0.98)  0.287
H (6.63, -4.06, 0.88)  0.294
H (6.61, -0.57, 0.61)  0.248
H (5.18, -0.47, -0.27)  0.343
H (-0.74, -3.33, -2.99)  0.374
H (-0.17, 1.54, -4.56)  0.461
H (0.06, -0.13, -3.80)  0.134
H (-1.62, -0.14, -5.61)  0.362
H (-2.38, -0.64, -4.06)  0.310
H (-3.82, 0.94, -2.95)  -0.079
H (-4.60, 0.17, -4.38)  0.371
H (-1.86, 3.21, -3.48)  0.372
H (-2.52, 4.43, -1.26)  0.445
H (-1.86, 3.31, 0.99)  0.359
C (-7.53, 4.84, -0.47)  -0.367
C (-6.25, 5.28, -1.14)  0.085
O (-5.67, 6.14, -0.17)  -0.338
C (-6.17, 5.79, 1.05)  0.629
O (-5.77, 6.21, 2.09)  -0.534
O (-7.20, 4.91, 0.92)  -0.336
H (-7.82, 3.83, -0.75)  0.305
H (-8.36, 5.53, -0.67)  0.256
H (-5.57, 4.45, -1.32)  0.024
H (-6.43, 5.81, -2.07)  0.329

=====

Record 7
The following is a quantum chemistry calculation of a 2-piece molecular cluster, C4H2Cl2 overall in a non-equilibrium geometry, from OMol25.

Summary:
- HOMO (eV) = -9.9
- orbital gap (hartree) = 0.36713
- relative energy (zero: lowest compared OMol25 entry of this formula, charge and spin) (kcal/mol) = 99.6
- structure (SMILES) = C#CCl.C#CCl
- LUMO energy (eV) = 0.06

Each line ends with the Mulliken charge.
Cartesian coordinates (Å):
C (-0.41, 0.62, -0.87)  -0.201
C (-1.03, 1.45, -0.22)  -0.017
Cl (-1.94, 2.43, 0.75)  -0.092
H (0.51, 0.31, -1.35)  0.315
C (-3.97, -0.11, 1.47)  -0.330
C (-4.37, -0.91, 0.62)  0.181
Cl (-4.30, -1.67, -0.76)  -0.109
H (-4.93, -0.35, 2.19)  0.253

=====

Record 8
The following is a quantum chemistry calculation of C2H2O3S as an isolated structure in a non-equilibrium geometry, from OMol25.

Summary:
- HOMO (spin up / spin down) (eV) = -9.9 / -9.9
- orbital gap (spin up / spin down) (hartree) = 0.32140 / 0.32137
- relative energy (zero: lowest compared OMol25 entry of this formula, charge and spin) (kcal/mol) = 79.8
- LUMO energy (spin up / spin down) (eV) = -1.17 / -1.17

Each line ends with the Mulliken charge.
Cartesian coordinates (Å):
C (0.13, 0.09, 0.70)  -0.472
C (-0.08, -1.10, -0.79)  0.600
O (-0.57, 2.50, 1.86)  -0.478
O (-0.73, -2.07, -0.65)  -0.413
O (0.52, -0.68, -1.85)  -0.381
S (-0.84, 1.53, 0.73)  0.425
H (0.63, -0.46, 1.52)  0.301
H (0.94, 0.19, -1.52)  0.417

=====

Number 1: E_tot -2066.865060 Eh. Number 2: E_tot -876.800054 Eh. Number 3: E_tot -8298.782801 Eh. Number 4: E_tot -11102.375101 Eh. Number 5: E_tot -4227.745093 Eh. Number 6: E_tot -5881.569527 Eh. Number 7: E_tot -1073.754009 Eh. Number 8: E_tot -701.213298 Eh.